Arrangement P

Density functional theory data (wB97M-V/def2-TZVPD) for an isolated molecule of CH5N.

Last column: natural (NBO) charge in e.
Geometry (Å):
C 0.27 0.19 0.49  -0.424
H 1.04 -0.08 1.28  0.198
H 0.68 1.09 0.39  0.189
H -0.77 0.18 0.86  0.177
H -0.84 -1.16 -0.71  0.335
H -0.39 0.18 -1.49  0.357
N 0.01 -0.40 -0.81  -0.832

Molecular weight   31.058 g mol⁻¹
Charge   0
HOMO energy   -9.02 eV
SMILES   CN
Multiplicity   1

Arrangement Q

Density functional theory data (wB97M-V/def2-TZVPD) for an isolated molecule of CH5N.

Last column: natural (NBO) charge in e.
Geometry (Å):
C 0.12 -0.55 -0.03  -0.406
H -0.60 -1.16 -0.52  0.192
H 1.09 -0.84 -0.33  0.189
H 0.20 -0.79 1.09  0.150
H -1.14 1.11 0.10  0.343
H 0.49 1.41 0.04  0.345
N -0.16 0.82 -0.36  -0.814

Molecular weight   31.058 g mol⁻¹
Charge   0
HOMO energy   -9.29 eV
SMILES   CN
Multiplicity   1

Which of them is most stable? Easy: arrangement Q.

Arrangement P

Density functional theory data (wB97M-V/def2-TZVPD) for a structure of composition C8H7Br6NO2.

Last column: natural (NBO) charge in e.
Geometry (Å):
C 7.71 -9.68 -5.81  -0.411
Br 6.42 -10.34 -4.45  0.097
Br 8.91 -11.14 -6.57  0.031
Br 8.91 -8.29 -4.97  0.067
H 7.15 -9.24 -6.64  0.222
C 11.41 -14.07 -6.43  -0.442
Br 10.95 -15.15 -8.07  0.067
Br 13.34 -13.64 -6.16  0.076
Br 10.90 -15.12 -4.84  0.092
H 10.87 -13.12 -6.49  0.209
C 12.09 -10.24 -7.88  -0.154
C 11.81 -10.92 -9.15  -0.225
C 12.11 -10.23 -10.31  -0.173
C 12.67 -8.89 -10.23  0.020
C 12.83 -8.27 -9.01  -0.172
C 12.46 -8.89 -7.83  -0.226
N 13.07 -8.23 -11.46  0.508
O 13.73 -7.16 -11.43  -0.390
O 12.61 -8.69 -12.50  -0.361
H 12.05 -10.80 -6.96  0.214
H 11.46 -11.93 -9.19  0.227
H 12.03 -10.72 -11.27  0.246
H 13.28 -7.28 -8.99  0.248
H 12.55 -8.38 -6.88  0.228

Molecular weight   628.573 g mol⁻¹
Charge   0
HOMO energy   -9.99 eV
Multiplicity   1

Arrangement Q

Density functional theory data (wB97M-V/def2-TZVPD) for a structure of composition C8H7Br6NO2.

Last column: natural (NBO) charge in e.
Geometry (Å):
C 4.41 -4.67 9.89  -0.455
Br 2.72 -5.37 10.63  0.062
Br 5.54 -4.17 11.51  0.036
Br 4.02 -3.24 8.65  0.129
H 4.90 -5.57 9.52  0.228
C 2.35 1.62 3.64  -0.426
Br 4.09 2.68 3.77  0.041
Br 2.07 0.47 2.01  0.089
Br 0.89 2.94 3.95  0.081
H 2.45 1.00 4.53  0.215
C -1.17 2.43 -5.19  -0.190
C -0.99 1.53 -4.13  -0.201
C -1.83 0.37 -3.89  -0.169
C -2.96 0.37 -4.71  0.034
C -3.09 1.32 -5.83  -0.171
C -2.20 2.31 -6.04  -0.213
N -4.00 -0.57 -4.40  0.484
O -3.95 -1.13 -3.28  -0.357
O -4.75 -0.94 -5.39  -0.380
H -0.41 3.17 -5.41  0.221
H -0.27 1.62 -3.33  0.221
H -1.72 -0.25 -3.02  0.253
H -3.87 1.22 -6.57  0.242
H -2.22 2.90 -6.94  0.225

Molecular weight   628.573 g mol⁻¹
Charge   0
HOMO energy   -9.84 eV
Multiplicity   1

Which of them is most stable? Easy: arrangement P.

Arrangement P

Density functional theory data (wB97M-V/def2-TZVPD) for a cluster of 40 separate species, H80O40 in total.

Last column: Löwdin charge in e.
Geometry (Å):
H 2.04 2.89 -4.84  0.057
H 3.46 3.31 -4.61  0.065
O 2.94 2.55 -4.90  -0.045
H -2.28 0.16 4.29  -0.020
H -2.25 1.64 4.95  0.023
O -2.39 1.11 4.17  -0.072
H 0.41 1.03 1.39  0.055
H -0.68 0.31 0.74  0.058
O -0.57 1.01 1.40  -0.048
H -3.06 5.80 -0.04  0.035
H -3.49 4.98 -1.23  0.029
O -3.69 5.80 -0.77  -0.038
H -0.09 -2.53 3.60  -0.006
H 1.18 -3.10 3.24  0.000
O 0.78 -2.65 4.00  -0.051
H 1.92 0.49 -6.23  0.000
O 2.86 0.55 -6.41  -0.088
H -6.38 -1.46 -1.34  0.067
O -5.43 -1.28 -1.42  -0.037
H 1.88 -4.53 -3.59  0.039
H 0.31 -4.40 -3.80  0.018
O 1.02 -4.85 -3.32  -0.060
H 2.19 3.96 -3.01  -0.009
H 1.18 4.80 -2.46  0.028
O 1.77 4.81 -3.22  -0.072
H 4.14 2.39 2.87  0.025
H 3.10 3.44 2.28  0.032
O 3.62 2.64 2.09  -0.062
H 4.56 -1.03 1.69  0.025
H 3.88 0.10 2.45  0.009
O 4.67 -0.46 2.46  -0.052
H -1.33 1.46 -0.39  0.008
O -1.65 1.57 -1.29  -0.044
H 3.81 -1.09 -3.46  -0.013
H 3.20 -1.20 -4.87  -0.006
O 3.55 -1.72 -4.14  -0.057
H 2.25 1.92 1.28  0.031
H 2.55 1.52 -0.20  0.008
O 1.83 1.67 0.42  -0.080
H -0.50 -0.16 6.61  0.036
H -2.00 -0.02 6.60  0.040
O -1.30 -0.57 6.24  -0.059
H -4.80 4.23 0.25  -0.021
H -4.96 2.96 1.12  0.006
O -5.41 3.53 0.50  -0.069
H -2.12 3.10 -3.53  0.030
H -3.13 3.12 -4.62  0.039
O -3.08 3.15 -3.66  -0.052
H -1.95 -4.01 -0.33  0.066
H -2.86 -4.71 -1.13  0.074
O -2.63 -3.78 -1.00  -0.071
H 1.93 -3.53 1.18  0.006
O 1.67 -3.31 0.28  -0.035
H 2.60 -0.13 6.21  0.019
H 1.69 -1.30 5.74  0.024
O 1.77 -0.57 6.38  -0.045
H -1.33 -6.41 -2.28  0.024
O -0.74 -6.41 -1.51  -0.068
H 0.99 5.09 4.00  0.038
H 2.05 5.57 3.26  0.051
O 1.86 4.75 3.72  -0.053
H -0.31 -1.92 -3.45  0.003
H -1.21 -2.50 -2.28  0.042
O -0.59 -2.72 -2.98  -0.033
H -1.60 5.40 2.60  0.025
H -1.80 4.19 3.48  0.021
O -1.46 5.09 3.50  -0.046
H 4.89 0.05 -2.30  -0.026
H 5.60 0.58 -3.42  0.036
O 5.72 -0.14 -2.78  -0.070
H -2.87 -2.79 1.66  0.005
H -1.80 -3.42 2.63  0.034
O -2.15 -3.42 1.74  -0.040
H -0.05 1.90 -2.07  0.009
H 0.86 2.23 -1.04  0.000
O 0.67 2.54 -1.94  -0.074
H -2.61 2.62 1.66  0.040
H -2.54 3.32 0.28  0.031
O -2.83 3.44 1.19  -0.049
H -2.65 -2.21 -0.19  -0.006
H -3.85 -1.27 -0.56  -0.011
O -3.00 -1.31 -0.08  -0.068
H 1.93 -5.56 3.21  0.056
H 3.21 -5.34 2.46  0.056
O 2.52 -4.85 2.93  -0.039
H -2.41 -4.08 -3.10  -0.020
H -3.69 -4.49 -3.87  0.039
O -2.73 -4.59 -3.86  -0.057
H 1.21 -1.70 -1.90  0.040
O 1.71 -1.11 -1.34  -0.019
H 2.71 0.11 -1.76  0.025
H 3.35 1.42 -2.50  0.057
O 3.38 0.85 -1.72  -0.084
H 2.35 -3.47 -0.38  0.045
H 3.16 0.88 -5.53  0.006
H 0.08 -6.48 -2.02  0.018
H -5.51 -0.32 -1.56  0.069
H -2.41 1.10 -1.63  0.052
H 2.24 -1.46 -0.63  0.043
O -4.84 -1.52 2.33  -0.046
H -4.83 -1.46 1.37  0.013
H -4.28 -0.77 2.58  0.025
O -2.65 -0.13 -4.42  -0.048
H -3.41 0.44 -4.58  0.032
H -2.33 -0.42 -5.28  0.036
O 0.99 -0.75 -4.76  -0.038
H 0.15 -0.46 -4.37  0.038
H 0.70 -1.42 -5.38  0.080
O 4.27 2.76 4.67  -0.037
H 3.46 3.21 4.90  0.042
H 4.06 1.85 4.90  0.052
O -1.19 -1.13 2.79  -0.067
H -1.08 -0.23 2.43  0.004
H -2.13 -1.30 2.69  0.004
O -3.40 -1.31 4.97  -0.053
H -4.35 -1.27 5.06  0.062
H -2.91 -1.88 5.56  0.052
O 5.63 0.61 -0.01  -0.054
H 4.91 1.22 -0.24  0.004
H 6.12 1.18 0.60  0.049

Molecular weight   720.600 g mol⁻¹
Charge   0
HOMO energy   -10.22 eV
Multiplicity   1

Arrangement Q

Density functional theory data (wB97M-V/def2-TZVPD) for a cluster of 40 separate species, H80O40 in total.

Last column: Löwdin charge in e.
Geometry (Å):
H -3.23 -1.09 3.76  0.071
H -2.17 -2.10 3.14  0.010
O -2.40 -1.57 3.91  -0.032
H -0.12 5.56 -0.70  0.024
H -1.50 5.12 -1.02  0.021
O -0.60 5.03 -1.34  -0.063
H 0.33 0.71 3.54  0.004
H 0.15 0.22 2.15  -0.006
O -0.10 0.01 3.05  -0.025
H -4.41 0.23 1.44  -0.035
H -5.85 0.83 1.63  0.002
O -5.22 0.18 1.94  -0.070
H -4.12 4.52 -1.21  0.043
H -3.08 3.22 -1.14  0.012
O -3.23 4.19 -1.27  -0.062
H 0.50 -6.37 -2.93  0.063
O 1.26 -6.28 -2.32  -0.058
H -1.96 -3.65 3.29  -0.005
O -2.32 -4.23 2.60  -0.059
H -0.34 -3.08 -1.36  0.008
H -1.31 -2.47 -2.29  0.010
O -1.01 -2.39 -1.37  -0.057
H -5.30 2.27 0.42  0.005
H -6.29 2.20 -0.58  0.049
O -6.28 2.32 0.38  -0.078
H -0.89 -2.52 -4.63  0.053
H 0.20 -3.36 -3.93  -0.100
O -0.75 -3.19 -3.94  -0.056
H -3.00 1.45 0.04  0.023
H -3.58 0.86 -1.15  0.042
O -3.71 1.67 -0.60  -0.088
H -5.04 -2.69 -1.94  0.051
O -5.15 -1.75 -2.12  -0.047
H 4.33 0.51 -4.91  0.023
H 5.43 0.19 -3.82  0.034
O 4.78 0.82 -4.15  -0.032
H 1.54 -2.45 5.89  0.045
H 0.73 -1.08 5.50  0.001
O 1.06 -1.95 5.25  -0.040
H 1.93 1.25 5.22  0.006
H 1.29 1.24 6.56  0.072
O 1.14 1.61 5.67  -0.056
H 3.96 1.20 -1.73  0.057
H 3.00 1.19 -2.75  0.043
O 2.99 1.10 -1.79  -0.040
H 0.03 2.73 4.21  0.016
H -0.48 3.60 5.17  0.066
O -0.70 3.36 4.26  -0.043
H 3.91 -2.71 0.91  0.052
H 3.13 -2.11 -0.22  -0.020
O 3.98 -2.60 -0.04  -0.081
H 1.17 -0.93 -0.76  0.043
O 2.07 -0.90 -0.42  -0.068
H 3.17 0.54 3.24  0.056
H 3.49 0.04 4.72  0.057
O 3.34 0.79 4.15  -0.031
H -0.63 0.38 5.84  -0.046
O -1.43 -0.08 6.03  -0.053
H 1.93 -0.28 -3.36  -0.006
H 1.85 -1.81 -3.85  0.016
O 2.27 -1.17 -3.24  -0.057
H -0.44 0.06 0.10  0.023
H -0.98 -1.21 0.53  0.057
O -1.23 -0.27 0.55  -0.050
H 1.11 2.76 0.44  0.023
H 1.49 1.43 -0.04  0.001
O 1.00 1.83 0.68  -0.042
H -0.95 4.31 0.58  0.015
H -0.27 3.78 1.97  0.026
O -0.17 4.22 1.12  -0.049
H -0.09 3.39 -4.02  0.059
H 0.84 2.28 -3.49  0.019
O 0.60 2.78 -4.28  -0.051
H 1.52 4.96 -0.05  -0.013
H 2.18 6.14 -0.59  0.050
O 2.11 5.19 -0.77  -0.045
H 4.74 -4.66 0.58  0.016
H 3.39 -5.57 0.48  0.010
O 4.28 -5.47 0.81  -0.043
H 4.91 -1.31 -1.47  0.013
H 5.93 -0.27 -0.82  0.011
O 5.56 -0.63 -1.62  -0.042
H -2.48 2.10 1.91  0.013
H -2.08 0.51 1.89  0.019
O -2.78 1.19 1.85  -0.091
H 2.35 -4.51 -0.97  0.020
H 2.04 -2.89 -1.20  0.002
O 1.74 -3.79 -1.12  -0.043
H -3.41 3.84 2.24  0.076
O -2.48 3.78 2.47  -0.056
H -3.62 -2.89 1.48  0.016
H -3.19 -1.45 0.88  -0.011
O -3.57 -2.31 0.72  -0.037
H 2.45 -0.17 -0.98  0.011
H 0.62 -6.35 -1.58  0.062
H -1.84 -0.56 5.29  0.002
H -1.53 -4.65 2.28  0.031
H -5.72 -1.57 -1.36  0.058
H -2.42 3.99 3.41  0.050
O -0.02 -3.58 3.52  -0.048
H 0.61 -2.89 3.29  0.038
H 0.29 -4.48 3.50  0.054
O -0.48 2.26 -1.79  -0.045
H -0.64 1.98 -0.88  0.015
H -0.33 3.21 -1.66  0.006
O 1.49 -3.61 -4.14  -0.047
H 2.38 -3.98 -4.03  0.121
H 1.22 -4.21 -3.41  0.064
O -3.08 -0.04 -2.66  -0.055
H -2.48 -0.23 -3.39  0.041
H -3.42 -0.91 -2.38  0.017
O -0.86 1.50 -6.17  -0.060
H -0.09 2.07 -6.04  0.022
H -1.56 1.94 -5.69  0.051
O 5.93 1.84 -0.15  -0.038
H 6.36 2.67 0.10  0.058
H 5.46 1.69 0.68  0.044
O 0.08 -0.09 -4.25  -0.066
H 0.79 -0.32 -4.86  0.048
H -0.02 0.84 -4.53  0.003

Molecular weight   720.600 g mol⁻¹
Charge   0
HOMO energy   -9.78 eV
Multiplicity   1

Which of them is most stable? Easy: arrangement P.